No. 1
C4H6O2S in the gas phase. Source: OMol25; level of theory: ωB97M-V/def2-TZVPD.

Cartesian coordinates (Å):
C 0.25 0.28 -0.58
C -0.58 -0.18 0.42
C 1.49 0.84 -0.88
C -0.56 -0.27 1.88
O -1.05 -1.97 -1.61
O -2.35 0.14 -1.73
S -1.23 -0.60 -1.18
H 1.99 0.09 -1.31
H 2.17 1.00 -0.10
H 1.34 1.71 -1.53
H 0.46 -0.42 2.18
H -1.03 -1.18 2.10
H -0.88 0.55 2.34



No. 2
2 unconnected molecules or ions with the total composition C25H23NO3. Source: OMol25; level of theory: ωB97M-V/def2-TZVPD.

Cartesian coordinates (Å):
C -2.61 1.86 -3.27
C -3.23 1.57 -1.92
O -2.11 1.37 -1.00
C -2.54 1.02 0.24
C -1.45 0.89 1.21
C -1.78 0.88 2.62
C -3.09 0.58 3.08
C -3.39 0.57 4.44
C -2.39 0.87 5.38
C -1.12 1.24 4.95
C -0.81 1.24 3.59
C -0.26 1.48 0.80
N 0.75 2.01 0.50
O -3.75 0.87 0.44
H -3.41 2.02 -4.00
H -1.99 2.76 -3.23
H -2.00 1.02 -3.61
H -3.85 2.40 -1.56
H -3.85 0.66 -1.95
H -3.89 0.43 2.35
H -4.41 0.33 4.77
H -2.62 0.84 6.44
H -0.35 1.54 5.67
H 0.17 1.60 3.25
C 3.55 0.19 -5.65
O 2.16 0.12 -5.26
C 1.82 -0.31 -4.02
C 0.44 -0.22 -3.67
C 0.04 -0.49 -2.39
C 0.96 -0.89 -1.36
C 0.49 -1.03 -0.04
C 1.25 -1.45 1.09
C 0.57 -2.12 2.16
C 1.28 -2.63 3.24
C 2.68 -2.47 3.30
C 3.35 -1.77 2.29
C 2.65 -1.22 1.23
C 2.31 -1.14 -1.80
C 2.74 -0.81 -3.07
H 3.51 0.57 -6.67
H 4.11 0.90 -5.02
H 4.03 -0.80 -5.63
H -0.26 0.09 -4.44
H -1.01 -0.41 -2.12
H -0.60 -0.97 0.08
H -0.50 -2.28 2.08
H 0.76 -3.18 4.02
H 3.23 -2.89 4.14
H 4.44 -1.67 2.33
H 3.17 -0.61 0.49
H 3.01 -1.64 -1.13
H 3.79 -0.95 -3.35



No. 3
A molecular structure, C5H10N2O2. Source: OMol25; level of theory: ωB97M-V/def2-TZVPD.

Cartesian coordinates (Å):
C 0.56 1.42 -0.47
C 1.67 -0.74 -0.98
N 0.51 0.10 -1.08
C -0.09 0.71 0.65
N 0.52 0.30 1.77
C -1.31 -0.58 -0.91
C -1.50 0.29 0.40
O -2.04 -0.39 1.50
O -2.00 -0.38 -1.90
H -2.31 -1.31 1.41
H 0.16 -0.52 2.24
H 1.47 0.58 1.95
H -0.99 -1.60 -0.59
H 1.55 1.81 -0.25
H -0.08 2.14 -0.99
H -2.12 1.16 0.14
H 2.62 -0.20 -1.13
H 1.76 -1.27 -0.02
H 1.60 -1.50 -1.76



Q: Which ΔE to the lowest compared entry with this formula, charge and spin values were calculated for the entries above? A: 3.796; 1.719; 4.217, in eV.
Q: Which Kohn-Sham gap values were calculated for the entries above? A: 10.4; 3.8; 8.8, in eV.